## one
2 unconnected molecules or ions with the total composition C7H10N2O3S, computed with the ωB97M-V functional and the def2-TZVPD basis.

- E_HOMO: -8.63 eV
- Structure (SMILES): O=c1ccn(O)c(=O)[nH]1.CCC=S
- LUMO energy: -0.09 eV
- Frontier orbital gap: 8.547 eV

Geometry (Å):
O 3.712 3.119 -3.849
C 2.563 2.899 -3.450
C 1.645 3.771 -2.753
C 0.564 3.239 -2.081
N 0.290 1.932 -2.146
O -0.725 1.295 -1.516
C 1.001 1.045 -2.946
O 0.591 -0.130 -2.975
N 2.082 1.535 -3.483
H 2.025 4.747 -2.467
H -0.099 3.856 -1.444
H -0.678 0.372 -2.007
H 2.661 1.012 -4.149
C -1.500 -1.792 2.040
C -0.185 -1.991 1.328
C 0.764 -0.877 1.622
S 1.420 0.106 0.518
H -2.026 -0.931 1.753
H -2.204 -2.677 1.796
H -1.290 -1.880 3.179
H -0.281 -1.933 0.286
H 0.389 -2.891 1.546
H 1.022 -0.848 2.646


## two
C7H10N2O3S in the gas phase, computed with the ωB97M-V functional and the def2-TZVPD basis.

- E_HOMO: -8.67 eV
- Structure (SMILES): CC(=O)O[C@H]1C=NC(=S)[C@H](C)N1O
- LUMO energy: -1.03 eV
- Frontier orbital gap: 7.639 eV

Geometry (Å):
C 1.807 -1.325 2.822
C 2.074 -1.058 1.388
O 3.117 -0.692 0.962
O 0.929 -0.895 0.566
C 1.007 -0.349 -0.790
C 0.613 -1.433 -1.795
N -0.327 -1.248 -2.632
C -1.100 -0.149 -2.600
S -1.661 0.650 -3.930
C -1.247 0.435 -1.170
C -2.211 1.599 -1.080
N 0.074 0.763 -0.701
O 0.554 2.012 -1.300
H 2.621 -0.826 3.377
H 1.894 -2.431 3.025
H 0.808 -0.995 3.047
H 2.112 -0.011 -0.932
H 0.998 -2.456 -1.683
H -1.438 -0.558 -0.588
H -2.441 1.817 -0.034
H -3.211 1.151 -1.321
H -2.023 2.415 -1.828
H 0.516 1.926 -2.271


It is one that is most stable; the runner-up trails by 1.188 eV.


## one
A gas-phase ion, C6H10N3O (charge +1), computed with the ωB97M-V functional and the def2-TZVPD basis.

- E_HOMO: -12.94 eV
- Net charge: +1
- LUMO energy: -4.53 eV
- Frontier orbital gap: 8.403 eV

Geometry (Å):
C 0.321 1.760 -1.958
C -1.881 1.361 -1.535
C 0.530 -0.614 -1.223
C 1.853 -1.356 0.707
C -0.160 0.188 2.284
C 0.401 -0.883 0.320
N 0.442 0.562 -1.705
N -2.423 0.338 -1.283
N -0.981 2.226 -1.975
O -0.078 0.224 0.936
H 0.661 -1.330 -2.019
H 2.265 -1.672 -0.231
H 1.644 -2.179 1.331
H 2.362 -0.587 1.166
H 0.751 -0.170 2.769
H -1.002 -0.371 2.601
H -0.333 1.227 2.550
H -0.223 -1.793 0.334
H -2.874 -0.063 -0.509
H -1.275 3.131 -2.561


## two
A gas-phase ion, C6H10N3O (charge +1), computed with the ωB97M-V functional and the def2-TZVPD basis.

- E_HOMO: -13.88 eV
- Structure (SMILES): Cn1ccc(=O)n(C)c1=[NH2+]
- Net charge: +1
- LUMO energy: -3.78 eV
- Frontier orbital gap: 10.105 eV

Geometry (Å):
C -1.976 -1.401 -0.256
N -0.626 -0.934 -0.025
C 0.340 -2.040 -0.057
C 1.642 -1.906 0.090
C 2.385 -0.663 0.070
O 3.556 -0.548 -0.129
N 1.569 0.463 0.074
C 2.037 1.834 -0.069
C -0.224 0.318 0.051
N -0.774 1.461 0.201
H -2.348 -2.126 0.447
H -2.664 -0.525 -0.461
H -1.910 -2.054 -1.226
H -0.047 -2.944 -0.276
H 2.297 -2.839 -0.078
H 3.241 1.723 -0.191
H 1.581 2.425 -0.876
H 1.830 2.519 0.819
H -1.726 1.670 0.153
H -0.222 2.365 0.288


It is two that is most stable; the runner-up trails by 2.882 eV.